Record 1
47
Properties=species:S:1:pos:R:3:forces:R:3 method="wB97M-V/def2-TZVPD" multiplicity=1 e_homo_ev=-8.481 lumo_energy_ev=0.6 smiles="COc1cccc(OC)c1CNC(=O)CCSCc1ccccc1F" e_tot_ev=-41245.335 charge=0
C 1.9064 3.6474 0.2249 0.103 0.230 0.031
H 2.5318 3.8763 1.0944 -0.010 -0.003 -0.058
H 0.9787 4.2139 0.2960 0.079 0.007 -0.001
H 2.4320 3.9357 -0.6901 0.000 -0.016 0.036
O 1.5232 2.2944 0.2003 0.171 -0.237 -0.093
C 2.4921 1.3414 0.0359 0.131 -0.216 -0.011
C 2.0737 0.0151 -0.1002 -0.174 -0.060 -0.009
C 3.0391 -0.9900 -0.2614 -0.014 0.322 0.086
C 4.3926 -0.6794 -0.2803 0.073 -0.290 -0.044
C 4.7846 0.6386 -0.1446 -0.115 -0.017 -0.004
C 3.8524 1.6436 0.0125 -0.033 0.303 0.038
H 4.1922 2.6607 0.1142 0.000 0.111 0.017
H 5.8350 0.8865 -0.1627 0.085 0.021 -0.001
H 5.1399 -1.4453 -0.4038 0.048 -0.105 -0.014
O 2.5425 -2.2543 -0.3930 -0.120 0.356 0.017
C 3.4456 -3.3175 -0.5796 0.137 -0.188 -0.028
H 4.0339 -3.1907 -1.4936 -0.015 0.011 0.045
H 2.8294 -4.2106 -0.6715 0.088 0.027 0.001
H 4.1199 -3.4304 0.2756 -0.025 0.025 -0.045
C 0.6345 -0.4440 -0.1238 -0.021 -0.234 -0.089
N -0.3465 0.5070 0.3281 0.028 -0.264 0.153
C -1.2258 1.0847 -0.5148 -0.025 0.179 0.802
O -1.3534 0.7577 -1.6761 -0.062 -0.039 -0.570
C -2.0550 2.1921 0.1275 -0.017 0.039 -0.346
C -3.3466 2.4446 -0.6377 -0.209 -0.353 0.192
H -3.1909 2.2619 -1.7017 0.031 0.150 0.041
H -3.7013 3.4637 -0.4893 0.022 -0.001 -0.037
S -4.7377 1.4044 -0.0893 -0.111 0.083 -0.281
C -4.3074 -0.2087 -0.8147 -0.174 0.456 0.005
C -3.3962 -1.0539 0.0225 0.115 -0.223 -0.106
C -2.6646 -2.0718 -0.5807 0.016 -0.026 0.287
C -1.8077 -2.8887 0.1298 -0.066 0.025 -0.193
C -1.6719 -2.6946 1.4938 -0.020 0.005 0.032
C -2.3979 -1.6988 2.1226 0.034 -0.036 0.139
C -3.2522 -0.8910 1.3922 -0.011 -0.148 -0.015
H -3.8239 -0.1180 1.8846 0.004 0.063 0.007
H -2.3031 -1.5509 3.1880 0.008 0.003 0.101
H -1.0040 -3.3250 2.0613 0.068 -0.064 0.043
H -1.2590 -3.6584 -0.3894 0.060 -0.079 -0.083
F -2.8079 -2.2874 -1.9049 0.004 0.086 0.086
H -3.8587 -0.0236 -1.7914 -0.090 -0.095 0.021
H -5.2630 -0.7191 -0.9588 0.055 0.025 -0.088
H -2.2643 1.9542 1.1711 0.053 0.044 0.017
H -1.4382 3.0949 0.1002 0.087 0.012 0.038
H -0.2225 0.8917 1.2499 -0.160 0.061 -0.122
H 0.3604 -0.7033 -1.1525 -0.001 -0.093 0.191
H 0.5595 -1.3550 0.4804 -0.028 0.144 -0.186

***

Record 2
96
Properties=species:S:1:pos:R:3:forces:R:3 method="wB97M-V/def2-TZVPD" multiplicity=1 e_homo_ev=-11.982 lumo_energy_ev=-3.6 e_tot_ev=-66575.759 charge=+1
O 3.2190 3.6709 -0.8495 -3.619 -0.232 -2.227
N 2.2503 3.5109 -1.5748 3.573 0.403 2.390
O 1.5923 4.6985 -1.7314 -1.459 0.858 -1.450
C 0.5375 4.5056 -2.7568 -0.829 -1.430 -0.051
C -0.7243 3.7683 -2.0038 -0.236 -0.030 -0.348
C -2.0084 4.7404 -1.6971 1.886 1.846 -1.839
N -3.2527 3.9385 -1.3733 0.175 -0.500 0.218
C -2.9757 2.4745 -1.0249 0.741 -1.952 0.916
C -2.0656 1.7471 -2.1978 0.318 -0.653 0.443
O -1.2150 2.7200 -2.9543 -1.097 0.451 2.711
H 0.9705 3.7169 -3.5279 -1.193 1.826 1.437
H 0.1910 5.5014 -3.2705 1.194 -1.833 1.240
H -0.3193 3.3286 -0.9977 -0.763 0.524 -1.933
H -1.8073 5.5713 -0.8920 -0.384 -1.938 -1.352
H -2.2349 5.3229 -2.7108 0.453 -1.263 2.209
H -3.8766 3.9179 -2.2162 0.487 0.275 1.118
H -3.7169 4.3935 -0.5552 0.030 -0.518 -1.031
H -2.3478 2.3549 -0.0178 -1.660 0.829 -2.125
H -4.0248 1.9771 -0.8565 2.175 0.790 -0.408
H -2.7649 1.1313 -2.9205 1.669 1.510 1.227
H -1.2999 1.0121 -1.6638 -1.919 1.354 -1.027
C -4.1054 1.0976 4.9359 0.026 -0.337 -0.024
C -4.9425 1.8392 3.9079 0.004 0.190 0.880
O -4.8119 1.2410 2.6118 -0.508 -0.621 -0.657
C -5.5081 0.0938 2.4214 -0.429 -0.573 0.867
O -6.2273 -0.4565 3.2430 1.175 0.993 -1.480
O -5.2458 -0.3569 1.1696 -0.078 0.732 0.793
C -5.8395 -1.6189 0.8749 -0.305 -0.684 -0.248
H -3.0647 1.0247 4.6047 -0.094 0.170 0.059
H -4.1369 1.6083 5.9020 0.003 -0.012 -0.143
H -4.4649 0.0738 5.0779 -0.071 0.222 0.002
H -4.5780 2.8685 3.8203 -0.039 -0.231 -0.311
H -5.9961 1.8945 4.2057 0.178 -0.205 -0.164
H -6.9166 -1.6086 1.0703 0.265 0.015 0.112
H -5.3484 -2.4050 1.4564 -0.206 0.123 -0.004
H -5.6856 -1.8271 -0.1875 0.121 0.266 0.213
C 5.3054 1.7287 -0.8208 0.032 -0.382 -0.406
C 5.5712 0.8432 0.3845 0.293 0.690 -0.082
O 4.9548 -0.4409 0.2236 0.374 -0.926 -0.420
C 5.5939 -1.2993 -0.6080 0.488 0.341 -0.430
O 6.6328 -1.0762 -1.2130 -1.543 -0.391 0.984
O 4.8656 -2.4411 -0.6779 0.461 0.939 0.267
C 5.3772 -3.3956 -1.6049 0.200 -0.491 -0.355
H 4.2311 1.7952 -1.0203 0.436 -0.120 0.227
H 5.7002 2.7348 -0.6566 -0.090 -0.107 0.053
H 5.7704 1.3216 -1.7239 0.122 0.011 0.209
H 5.1241 1.3004 1.2738 -0.059 -0.384 -0.114
H 6.6444 0.7368 0.5815 -0.237 -0.152 -0.144
H 6.4321 -3.6147 -1.4107 -0.192 0.199 -0.104
H 5.2397 -3.0308 -2.6273 0.188 -0.026 0.143
H 4.8074 -4.3216 -1.4884 -0.051 0.332 0.175
C -7.2973 -5.7089 3.2338 0.026 -0.329 0.004
C -8.1344 -4.9673 2.2058 -0.001 0.111 0.677
O -8.0038 -5.5656 0.9097 -0.544 -0.641 -0.451
C -8.6999 -6.7128 0.7193 -0.270 -0.476 0.558
O -9.4192 -7.2631 1.5409 1.061 0.923 -1.307
O -8.4377 -7.1635 -0.5325 -0.151 0.629 0.946
C -9.0314 -8.4255 -0.8272 -0.266 -0.555 -0.218
H -6.2565 -5.7819 2.9026 -0.094 0.165 0.043
H -7.3288 -5.1982 4.1999 0.004 -0.001 -0.126
H -7.6567 -6.7327 3.3758 -0.070 0.216 -0.009
H -7.7699 -3.9381 2.1182 -0.041 -0.227 -0.304
H -9.1880 -4.9120 2.5035 0.175 -0.199 -0.144
H -10.1085 -8.4151 -0.6319 0.266 -0.002 0.125
H -8.5402 -9.2116 -0.2457 -0.215 0.118 0.009
H -8.8774 -8.6337 -1.8896 0.132 0.300 0.210
C 1.8156 -4.0277 -0.7134 0.105 0.215 -0.252
C 0.3050 -4.1437 -0.6034 0.548 -0.670 0.302
O -0.3410 -3.0067 -1.1905 -0.467 0.302 -1.164
C -0.3927 -2.9947 -2.5448 0.724 -0.885 -0.105
O 0.0500 -3.8574 -3.2897 -0.866 1.484 1.129
O -0.9947 -1.8438 -2.9345 0.193 -0.574 0.430
C -1.0219 -1.6571 -4.3475 -0.014 0.041 -0.574
H 2.1606 -3.0784 -0.2915 -0.045 -0.185 0.095
H 2.3064 -4.8508 -0.1872 -0.099 0.092 0.000
H 2.1411 -4.0467 -1.7580 -0.126 -0.113 0.121
H 0.0203 -4.1592 0.4542 -0.159 0.274 -0.284
H -0.0645 -5.0740 -1.0504 0.039 0.295 -0.108
H -1.4616 -2.5212 -4.8558 0.234 0.112 0.135
H -0.0097 -1.4651 -4.7161 -0.162 -0.185 -0.021
H -1.6403 -0.7813 -4.5627 0.080 -0.113 0.297
C 9.3135 7.5277 1.0768 0.000 -0.134 -0.329
C 9.5793 6.6422 2.2821 0.268 0.668 -0.050
O 8.9629 5.3581 2.1212 0.389 -0.922 -0.420
C 9.6020 4.4996 1.2896 0.507 0.389 -0.426
O 10.6410 4.7228 0.6846 -1.572 -0.415 0.979
O 8.8737 3.3579 1.2196 0.428 0.893 0.260
C 9.3854 2.4034 0.2927 0.197 -0.458 -0.346
H 8.2393 7.5942 0.8773 0.092 0.073 0.173
H 9.7084 8.5338 1.2410 -0.058 -0.108 0.037
H 9.7785 7.1206 0.1737 0.053 0.053 0.208
H 9.1323 7.0994 3.1714 -0.077 -0.396 -0.122
H 10.6525 6.5358 2.4791 -0.206 -0.143 -0.182
H 10.4402 2.1843 0.4869 -0.192 0.192 -0.107
H 9.2478 2.7682 -0.7297 0.188 -0.034 0.140
H 8.8156 1.4774 0.4092 -0.026 0.317 0.154

***

Record 3
27
Properties=species:S:1:pos:R:3:forces:R:3 method="wB97M-V/def2-TZVPD" multiplicity=1 e_homo_ev=-20.506 lumo_energy_ev=-15.0 e_tot_ev=-60423.234 charge=+3
C -0.0787 -2.9224 1.0600 -0.738 1.023 -0.306
C -1.0155 -2.7573 -0.1696 1.425 -0.156 -0.057
C -0.4549 -1.6135 -1.0406 -0.967 -0.832 1.080
C -0.4386 -0.3718 -0.1822 1.055 1.303 -2.073
C 0.4610 0.7362 -0.7683 0.473 0.442 1.908
C 0.4806 2.0618 -0.3931 0.069 -0.826 -0.171
C -0.2589 2.8322 0.6236 0.563 0.255 0.568
C -0.7385 2.0239 1.8152 -1.915 0.253 0.008
O -0.0001 1.5769 2.6949 1.949 -1.696 -1.560
I -2.8014 1.6904 1.9449 0.438 0.333 0.188
C 1.4800 2.7706 -1.3000 -0.317 0.548 0.332
O 1.5887 3.9377 -1.3622 0.328 0.106 -0.028
O 2.1582 1.8216 -2.0066 -0.479 0.016 0.030
C 1.4683 0.6342 -1.9124 0.201 -0.208 -0.801
O 1.6466 -0.2594 -2.6536 0.062 -0.518 0.196
H -0.3751 -2.1788 1.8280 -0.143 -0.391 0.470
H 0.9702 -2.6481 0.7423 0.240 -0.458 -0.094
H -0.0995 -3.9133 1.5023 0.368 -0.023 0.216
H -0.9176 -3.6555 -0.7742 -0.283 -0.194 0.072
H -2.0523 -2.6152 0.1205 -0.074 -0.024 0.102
H -1.1265 -1.4262 -1.8775 0.290 0.043 -0.301
H 0.5377 -1.9228 -1.3565 0.037 0.209 -0.417
H -0.0356 -0.6618 0.8317 -1.534 -0.459 0.043
H -1.4344 0.0199 0.0207 -0.027 -0.053 0.308
H -1.0601 3.4264 0.1763 -0.104 -0.089 -0.186
H 0.4555 3.5746 1.0078 -0.067 0.194 0.066
Lu 1.6409 -0.1606 1.4283 -0.848 1.203 0.404

***

Record 4
16
Properties=species:S:1:pos:R:3:forces:R:3 method="wB97M-V/def2-TZVPD" multiplicity=1 e_homo_ev=-7.817 lumo_energy_ev=1.1 smiles=Cc1cc[nH]c1C e_tot_ev=-7857.852 charge=0
C 0.6098 -1.2190 1.5573 0.072 0.023 -0.108
C 0.0170 -0.5935 0.3191 -0.115 0.083 0.044
C -0.0767 0.7011 -0.1565 -0.006 -0.225 0.073
C 0.7633 1.9078 0.1445 0.126 0.036 -0.029
C -0.9357 0.6726 -1.2960 0.079 -0.021 -0.032
C -1.2765 -0.6293 -1.5379 0.137 0.017 -0.095
N -0.6993 -1.3908 -0.5507 -0.050 -0.004 0.056
H 1.0126 -0.4753 2.2541 -0.067 -0.067 -0.309
H 1.4100 -1.9256 1.3096 0.014 0.124 0.033
H -0.1461 -1.7941 2.1151 0.090 0.241 -0.209
H 1.1344 2.2376 -0.8316 0.080 0.199 0.200
H 1.6512 1.6577 0.7324 -0.229 0.080 0.131
H 0.2388 2.7626 0.5924 0.044 -0.319 0.049
H -1.2350 1.5583 -1.8482 0.112 -0.343 -0.092
H -1.7773 -1.0691 -2.3897 -0.117 -0.011 0.310
H -0.7009 -2.3972 -0.5019 -0.171 0.187 -0.021

***

Repeat the fourth record exactly.
16
Properties=species:S:1:pos:R:3:forces:R:3 method="wB97M-V/def2-TZVPD" multiplicity=1 e_homo_ev=-7.817 lumo_energy_ev=1.1 smiles=Cc1cc[nH]c1C e_tot_ev=-7857.852 charge=0
C 0.6098 -1.2190 1.5573 0.072 0.023 -0.108
C 0.0170 -0.5935 0.3191 -0.115 0.083 0.044
C -0.0767 0.7011 -0.1565 -0.006 -0.225 0.073
C 0.7633 1.9078 0.1445 0.126 0.036 -0.029
C -0.9357 0.6726 -1.2960 0.079 -0.021 -0.032
C -1.2765 -0.6293 -1.5379 0.137 0.017 -0.095
N -0.6993 -1.3908 -0.5507 -0.050 -0.004 0.056
H 1.0126 -0.4753 2.2541 -0.067 -0.067 -0.309
H 1.4100 -1.9256 1.3096 0.014 0.124 0.033
H -0.1461 -1.7941 2.1151 0.090 0.241 -0.209
H 1.1344 2.2376 -0.8316 0.080 0.199 0.200
H 1.6512 1.6577 0.7324 -0.229 0.080 0.131
H 0.2388 2.7626 0.5924 0.044 -0.319 0.049
H -1.2350 1.5583 -1.8482 0.112 -0.343 -0.092
H -1.7773 -1.0691 -2.3897 -0.117 -0.011 0.310
H -0.7009 -2.3972 -0.5019 -0.171 0.187 -0.021